18
Properties=species:S:1:pos:R:3:forces:R:3:lowdin_charge:R:1 method="wB97M-V/def2-TZVPD" homo_lumo_gap_ev=8.3 smiles="CC1=[N+]=C(I)CC[C@@H]1O" e_lumo_ev=-5.81 energy_ha=-661.3814 homo_energy_ev=-14.126 charge=+1 relative_energy_kj_mol=67.9
C 0.600654 -0.147477 0.816313 0.7 1.2 0.7 -0.320
H 2.414709 0.220293 1.728835 -1.6 -1.9 -2.4 0.199
C -1.180179 1.498718 -0.189764 -0.1 2.5 -1.4 -0.195
H -1.759218 2.415908 0.220477 0.7 -2.0 -0.4 0.158
H 0.085204 -0.413264 1.733999 -0.3 0.0 0.3 0.175
H 1.100820 1.720396 -0.163078 -0.8 -0.7 -1.1 0.130
H 0.474559 -3.049971 -0.884458 0.8 1.3 0.0 0.147
C 0.067697 -1.032353 -0.227867 -2.1 -0.1 0.0 -0.194
C 0.923230 -2.004617 -0.902085 -0.1 0.5 -0.6 0.044
H 1.927662 -1.806378 -0.446242 -0.7 -1.1 -0.9 0.105
H 0.493880 2.057698 1.267538 -1.4 -1.5 -0.6 0.158
C 0.231387 1.333777 0.401089 1.9 0.9 1.8 -0.094
C -1.926731 0.225274 -0.338576 0.9 -1.9 0.8 -0.725
H 0.843942 -1.598526 -1.959570 0.5 -0.8 0.7 0.145
N -1.239281 -0.902735 -0.498115 0.2 1.2 0.1 0.103
H -1.050214 1.808979 -1.272544 -0.1 -0.2 0.8 0.158
O 1.988266 -0.377814 0.971465 1.0 2.2 2.2 -0.052
I -3.996387 0.052084 -0.257413 0.8 0.2 -0.1 1.058